{
  "formula": "C7H11BaO16",
  "method": "wB97M-V/def2-TZVPD",
  "species": ["Ba", "O", "C", "O", "O", "H", "O", "C", "O", "O", "H", "O", "C", "O", "O", "H", "O", "C", "O", "O", "H", "O", "C", "O", "O", "H", "C", "C", "O", "H", "H", "H", "H", "H", "H"],
  "coordinates": [[-10.907135, 8.371829, -12.964687], [-11.428687, 12.805598, -14.464865], [-12.372940, 11.866606, -14.433812], [-12.269464, 10.782716, -13.946801], [-13.438968, 12.235617, -14.915637], [-12.142474, 13.155702, -15.002955], [-13.763415, 9.858055, -9.858409], [-14.070963, 9.777454, -11.177984], [-15.061904, 10.400832, -11.660567], [-13.332619, 9.133328, -11.905246], [-13.044583, 9.234842, -9.730003], [-11.369808, 8.648213, -8.050208], [-11.283532, 7.921812, -9.187313], [-10.538891, 8.328298, -10.070941], [-12.054635, 6.988147, -9.410236], [-10.764582, 9.295714, -8.419029], [-11.822986, 8.221729, -17.560990], [-11.752480, 7.942618, -16.204069], [-10.622282, 7.833197, -15.600204], [-12.770771, 7.895974, -15.504421], [-10.880463, 8.210565, -17.742966], [-10.483741, 4.150967, -13.178940], [-11.421976, 4.609011, -12.375381], [-11.763639, 5.815528, -12.467391], [-11.920759, 3.885559, -11.545926], [-10.391997, 3.330551, -12.688919], [-7.077085, 6.972529, -11.628061], [-7.731597, 6.032900, -12.537517], [-8.840301, 6.561712, -13.277279], [-6.421815, 6.441967, -10.937250], [-7.827930, 7.623447, -11.180137], [-6.386307, 7.699482, -12.055211], [-8.234594, 5.141615, -12.162402], [-7.022353, 5.557729, -13.215225], [-9.203985, 5.748557, -13.635211]],
  "atomic_forces_ev_per_a": [[-1.291, -0.697, -0.592], [2.107, 0.315, 0.234], [-1.914, -1.984, 1.055], [2.828, -4.334, 2.629], [-2.564, 2.101, -1.999], [0.102, 3.740, -1.603], [-1.535, 0.820, -1.290], [0.775, 0.297, 1.964], [0.522, -0.452, 0.216], [-0.548, -0.223, -0.965], [0.475, -0.669, 0.352], [0.462, 0.593, 0.538], [-3.331, -3.701, -1.638], [3.377, 2.677, -1.950], [-0.777, -0.288, 1.731], [0.516, 1.270, 0.992], [0.578, -0.554, 0.966], [-0.870, 0.382, 3.700], [1.087, 0.161, -2.059], [-0.755, -0.070, -1.530], [0.339, 0.149, -0.591], [2.220, -1.149, -1.394], [-3.392, 4.848, 1.715], [1.031, 1.069, -1.499], [-0.158, -3.284, 1.335], [0.701, -1.054, -0.457], [0.387, 1.253, 0.790], [-1.115, -1.892, -1.655], [1.287, 0.862, -0.152], [-0.507, -0.043, 0.510], [-0.045, -0.413, 0.812], [-0.018, -0.154, -0.899], [0.616, -0.009, 1.637], [0.468, 0.377, -0.490], [-1.057, 0.057, -0.414]],
  "lowdin_spin": [0.001, 0.000, 0.000, 0.001, 0.001, 0.000, 0.016, 0.024, 0.594, 0.357, 0.003, 0.000, 0.000, 0.001, 0.001, 0.000, 0.000, 0.000, 0.000, 0.000, 0.000, 0.000, 0.000, 0.000, 0.000, 0.000, 0.000, 0.000, 0.000, 0.000, 0.000, 0.000, 0.000, 0.000, 0.000],
  "homo_lumo_gap_ev": [6.9749, 4.3729],
  "e_lumo_ev": [4.18, 1.59],
  "e_homo_ev": [-2.79, -2.78],
  "spin_multiplicity": 2,
  "total_charge": -2,
  "e_tot_ev": -40894.9684,
  "s_squared": 0.758
}